[1]
DFT (ωB97M-V/def2-TZVPD) results for C20H28MgN2Si as an isolated structure in a non-equilibrium geometry.

The geometry in XYZ format:
```
52
Properties=species:S:1:pos:R:3
C -0.89 2.23 1.87
C -0.80 0.88 2.30
C 0.45 0.71 2.96
H -1.60 0.14 2.27
C 1.13 1.96 2.94
C 0.30 2.90 2.27
H 0.48 3.98 2.22
H -1.77 2.71 1.43
H 0.78 -0.19 3.48
H 2.06 2.19 3.47
Mg 0.88 1.23 0.75
C 1.18 -2.62 -2.09
H 1.91 -2.88 -1.33
H 1.30 -3.45 -2.85
H 0.07 -2.90 -1.91
Si -0.04 -1.31 -1.11
C -1.53 -0.62 -1.96
C -2.55 -0.03 -1.18
H -2.46 -0.01 -0.09
C -3.69 0.52 -1.77
H -4.46 0.96 -1.13
C -3.83 0.48 -3.16
H -4.72 0.91 -3.62
C -2.85 -0.14 -3.97
H -2.95 -0.17 -5.06
C -1.72 -0.71 -3.36
H -1.00 -1.24 -3.99
C -0.45 -2.19 0.47
C -1.68 -2.83 0.67
H -2.42 -2.87 -0.12
C -1.95 -3.47 1.89
H -2.94 -3.93 2.05
C -0.95 -3.54 2.87
H -1.15 -4.08 3.80
C 0.31 -2.96 2.65
H 1.09 -3.02 3.42
C 0.56 -2.32 1.44
H 1.57 -1.95 1.27
H 0.91 -0.14 -0.94
H 1.44 -1.69 -2.67
N 1.12 2.81 -0.68
C 2.59 3.01 -1.04
C 3.48 2.53 0.09
N 3.01 1.16 0.56
H 0.60 2.67 -1.55
H 0.77 3.70 -0.29
H 2.81 2.45 -1.96
H 2.79 4.08 -1.23
H 4.53 2.47 -0.26
H 3.43 3.22 0.94
H 3.52 0.91 1.42
H 3.30 0.47 -0.14
```

## Properties
- LUMO (spin up / spin down): -0.13 / -0.12 eV
- Highest occupied orbital energy (spin up / spin down): -0.10778 / -0.10756 Eh
- HOMO-LUMO gap (spin up / spin down): 2.804 / 2.807 eV
- Electronic energy: -1377.7849 Ha
- Spin multiplicity: 1

Atomic partial charges in e from the Löwdin method, atoms 1 to 5: C -0.19; C -0.18; C -0.18; H 0.11; C -0.20


[2]
DFT (ωB97M-V/def2-TZVPD) results for a 5-piece molecular cluster, C20H49BFN7O5 overall in a non-equilibrium geometry.

The geometry in XYZ format:
```
83
Properties=species:S:1:pos:R:3
N -1.94 1.94 0.17
C -1.21 1.34 -0.44
C -0.15 0.41 -1.03
F 0.06 0.79 -2.34
C 1.14 0.54 -0.15
C 1.17 -0.63 0.82
N 1.14 -1.60 1.38
B 2.51 0.54 -1.01
N 2.97 -0.74 -1.55
O 3.16 1.76 -1.13
H -0.56 -0.62 -0.96
H 1.08 1.49 0.43
H 3.64 -1.20 -0.94
H 3.31 -0.67 -2.51
H 3.52 1.89 -2.02
C -2.02 7.26 -1.98
O -2.32 5.95 -1.55
C -1.85 4.92 -2.41
C -0.36 4.59 -2.26
C 0.57 5.63 -2.89
N 0.02 4.41 -0.85
H -2.05 7.36 -3.07
H -1.04 7.57 -1.60
H -2.76 7.94 -1.55
H -2.42 4.03 -2.12
H -2.12 5.14 -3.45
H -0.18 3.64 -2.78
H 0.69 6.52 -2.27
H 1.57 5.21 -3.03
H 0.20 5.94 -3.87
H -0.52 3.64 -0.47
H -0.31 5.22 -0.34
C -0.96 -0.35 7.08
O -0.96 -0.47 5.67
C -0.25 0.55 4.99
C 1.28 0.39 4.98
C 1.94 0.74 6.31
N 1.68 -0.96 4.59
H -1.01 0.70 7.40
H -0.09 -0.84 7.51
H -1.85 -0.87 7.46
H -0.60 0.49 3.95
H -0.55 1.54 5.36
H 1.67 1.09 4.24
H 1.85 -0.06 7.05
H 3.01 0.90 6.17
H 1.52 1.65 6.74
H 1.33 -1.15 3.65
H 1.16 -1.62 5.18
C -0.71 -6.71 4.83
O -0.43 -5.32 4.71
C -0.29 -4.86 3.37
C -1.62 -4.63 2.64
C -2.32 -5.91 2.18
N -2.56 -3.84 3.44
H -0.21 -7.30 4.06
H -1.79 -6.88 4.79
H -0.36 -7.04 5.81
H 0.21 -3.89 3.46
H 0.37 -5.51 2.80
H -1.39 -4.05 1.73
H -2.84 -6.41 3.00
H -3.07 -5.68 1.42
H -1.60 -6.61 1.75
H -2.14 -2.93 3.65
H -2.63 -4.29 4.36
C 1.29 0.25 -8.08
O 1.60 0.56 -6.73
C 0.51 0.49 -5.83
C 0.14 -0.94 -5.39
C -0.60 -1.75 -6.47
N 1.32 -1.70 -4.96
H 0.29 0.60 -8.36
H 1.39 -0.82 -8.25
H 2.03 0.75 -8.71
H 0.82 1.04 -4.94
H -0.36 1.02 -6.24
H -0.54 -0.85 -4.54
H 0.08 -2.14 -7.23
H -1.09 -2.61 -6.02
H -1.36 -1.14 -6.96
H 1.74 -1.22 -4.16
H 2.02 -1.62 -5.69
```

## Properties
- LUMO: -0.01 eV
- Highest occupied orbital energy: -0.32674 Eh
- HOMO-LUMO gap: 8.878 eV
- Electronic energy: -1675.5915 Ha
- Spin multiplicity: 1

Atomic partial charges in e from the Löwdin method, atoms 1 to 5: N 0.20; C -0.14; C -0.24; F 0.01; C -0.11


[3]
DFT (ωB97M-V/def2-TZVPD) results for a 2-piece molecular cluster, H5N2PS overall in a non-equilibrium geometry.

The geometry in XYZ format:
```
9
Properties=species:S:1:pos:R:3
N 1.23 -0.86 -0.16
N -0.01 -1.42 -0.37
P -1.62 0.39 -0.23
S -0.32 1.86 0.35
H 1.45 -0.20 -0.93
H 1.40 -0.31 0.77
H -0.20 -2.20 0.29
H -2.02 0.32 1.09
H 0.08 2.42 -0.81
```

## Properties
- LUMO (spin up / spin down): 0.16 / 0.16 eV
- Energy relative to the best compared isomer or geometry (same formula, charge and spin): 80.2 kcal/mol
- Highest occupied orbital energy (spin up / spin down): -0.28824 / -0.28831 Eh
- HOMO-LUMO gap (spin up / spin down): 8.001 / 8.002 eV
- Electronic energy: -851.9436 Ha
- Spin multiplicity: 1

Atomic partial charges in e from the Löwdin method, atoms 1 to 5: N -0.20; N -0.24; P 0.43; S 0.25; H 0.06


[4]
DFT (ωB97M-V/def2-TZVPD) results for a 2-piece molecular cluster, C27H22N2O4 overall in a non-equilibrium geometry.

The geometry in XYZ format:
```
55
Properties=species:S:1:pos:R:3
C -5.11 -1.62 2.82
C -3.71 -1.15 2.55
C -3.45 0.16 2.14
C -2.16 0.57 1.83
C -1.10 -0.35 1.85
C 0.21 -0.01 1.24
C 1.40 -0.57 1.97
C 2.33 0.22 2.68
C 3.58 -0.33 3.05
C 3.84 -1.69 2.84
C 2.84 -2.50 2.34
C 1.62 -1.95 1.93
C -1.33 -1.56 2.51
C -2.62 -2.00 2.78
H -5.14 -2.72 2.88
H -5.50 -1.22 3.78
H -5.78 -1.28 2.02
H -4.29 0.86 2.06
H -1.97 1.60 1.53
H 0.33 1.08 1.07
H 2.13 1.28 2.87
H 4.34 0.31 3.51
H 4.80 -2.11 3.12
H 2.96 -3.58 2.25
H 0.85 -2.60 1.51
H -0.51 -2.21 2.80
H -2.78 -3.00 3.18
C 0.36 0.14 -0.86
C -0.82 0.61 -1.59
C -2.10 0.06 -1.31
C -3.23 0.49 -1.96
C -3.14 1.45 -2.98
N -4.31 1.85 -3.68
O -4.21 2.68 -4.60
O -5.40 1.37 -3.33
C -1.89 2.01 -3.30
C -0.78 1.64 -2.58
C 1.68 0.40 -1.42
C 1.91 0.46 -2.83
C 3.17 0.68 -3.36
C 4.26 0.90 -2.51
N 5.51 1.31 -3.03
O 6.45 1.54 -2.24
O 5.59 1.45 -4.27
C 4.08 0.82 -1.11
C 2.82 0.59 -0.60
H 0.24 -0.82 -0.29
H -2.19 -0.70 -0.55
H -4.21 0.06 -1.75
H -1.84 2.72 -4.14
H 0.16 2.15 -2.83
H 1.07 0.35 -3.53
H 3.34 0.69 -4.45
H 4.94 0.94 -0.46
H 2.73 0.55 0.47
```

## Properties
- LUMO: -1.43 eV
- Energy relative to the best compared isomer or geometry (same formula, charge and spin): 243.4 kcal/mol
- Highest occupied orbital energy: -0.28847 Eh
- HOMO-LUMO gap: 6.425 eV
- Electronic energy: -1452.2460 Ha
- Spin multiplicity: 1

Atomic partial charges in e from the Löwdin method, atoms 1 to 5: C -0.06; C -0.28; C -0.04; C -0.03; C -0.22


[5]
DFT (ωB97M-V/def2-TZVPD) results for C33H28ClN6O5SSeTl as an isolated structure.

The geometry in XYZ format:
```
76
Properties=species:S:1:pos:R:3
Tl -0.25 -0.44 0.62
C 3.12 3.27 5.08
C 2.14 2.95 3.98
C 2.42 3.28 2.66
C 1.55 2.91 1.65
C 0.35 2.23 1.89
N -0.48 1.80 0.83
C -0.85 2.78 -0.07
C -0.74 4.14 0.28
C -1.11 5.19 -0.54
C -1.65 4.96 -1.80
C -2.10 6.07 -2.70
C -1.80 3.63 -2.16
C -1.41 2.56 -1.35
N -1.64 1.26 -1.91
C -1.72 0.93 -3.22
C -2.20 -0.35 -3.30
C -2.35 -0.74 -1.96
N -2.03 0.23 -1.12
C 0.08 1.93 3.23
C 0.96 2.28 4.24
N -1.11 1.23 3.61
C -1.82 1.36 4.75
C -2.79 0.39 4.73
C -2.60 -0.28 3.51
N -1.59 0.24 2.84
H 3.70 4.16 4.85
H 3.83 2.45 5.23
H 2.62 3.44 6.04
H 3.34 3.78 2.41
H 1.79 3.14 0.62
H -0.35 4.38 1.26
H -0.98 6.21 -0.19
H -1.59 7.01 -2.46
H -3.18 6.26 -2.62
H -1.89 5.85 -3.75
H -2.27 3.40 -3.11
H -1.39 1.61 -3.99
H -2.31 -0.95 -4.18
H -2.59 -1.71 -1.54
H 0.74 1.97 5.26
H -1.58 2.12 5.47
H -3.55 0.21 5.48
H -3.13 -1.11 3.08
Cl 7.45 1.34 0.14
C 5.72 1.05 -0.04
C 5.08 1.37 -1.25
C 3.74 1.15 -1.40
C 2.93 0.58 -0.36
O 1.69 0.39 -0.59
C 3.61 0.28 0.86
C 2.96 -0.19 2.07
O 1.77 -0.34 2.27
C 4.99 0.51 0.98
H 5.66 1.80 -2.06
H 3.24 1.40 -2.33
H 3.67 -0.42 2.89
H 5.48 0.26 1.92
N 0.66 -1.56 -2.69
C 0.74 -1.96 -4.02
C 1.48 -1.22 -4.94
C 1.49 -1.55 -6.29
C 0.75 -2.63 -6.77
C 0.01 -3.37 -5.85
C 0.00 -3.05 -4.50
S 0.75 -3.07 -8.50
O 1.52 -2.02 -9.15
O -0.66 -3.10 -8.87
O 1.38 -4.38 -8.55
H 1.37 -0.94 -2.35
H 0.41 -2.26 -2.00
H 2.06 -0.37 -4.58
H 2.06 -0.97 -7.00
H -0.57 -4.22 -6.21
H -0.59 -3.63 -3.80
Se -0.57 -2.83 0.77
```

## Properties
- Total charge: -2
- LUMO: 3.58 eV
- Energy relative to the best compared isomer or geometry (same formula, charge and spin): 0.0 kcal/mol
- Highest occupied orbital energy: -0.09741 Eh
- HOMO-LUMO gap: 6.233 eV
- Electronic energy: -5411.4805 Ha
- Spin multiplicity: 1

Atomic partial charges in e from the Löwdin method, atoms 1 to 5: Tl 0.50; C -0.06; C -0.28; C -0.04; C -0.03


[6]
DFT (ωB97M-V/def2-TZVPD) results for C4H8N2 as an isolated structure.

The geometry in XYZ format:
```
14
Properties=species:S:1:pos:R:3
C 1.57 0.47 -0.04
N 1.59 -1.00 0.17
C 0.66 -1.07 -0.91
C 0.60 0.24 -1.17
C -2.20 0.16 0.53
N -1.29 0.39 1.37
H 2.55 0.83 -0.34
H 1.23 1.03 0.83
H 1.20 -1.28 1.06
H 0.28 -1.98 -1.34
H 0.18 0.85 -1.96
H -2.40 -0.88 0.25
H -2.81 0.92 0.03
H -1.19 1.40 1.50
```

## Properties
- LUMO: 1.11 eV
- Energy relative to the best compared isomer or geometry (same formula, charge and spin): 66.8 kcal/mol
- Highest occupied orbital energy: -0.30829 Eh
- HOMO-LUMO gap: 9.498 eV
- Electronic energy: -266.6155 Ha
- Spin multiplicity: 1

Atomic partial charges in e from the Löwdin method, atoms 1 to 5: C -0.22; N -0.02; C -0.17; C -0.10; C -0.14


[7]
DFT (ωB97M-V/def2-TZVPD) results for C22H57N11O24P as an isolated structure in a non-equilibrium geometry.

The geometry in XYZ format:
```
115
Properties=species:S:1:pos:R:3
C -0.10 -3.08 -3.33
C -1.39 -3.38 -4.19
C -2.59 -3.95 -3.32
C -1.82 -2.19 -5.12
C -0.67 -2.02 -6.21
C -2.04 -0.84 -4.35
O -2.77 -1.00 -3.14
P -1.90 -0.53 -1.70
O -1.05 -0.18 -0.18
C -0.13 0.86 -0.52
C -1.01 1.96 -1.26
C -1.66 2.77 -0.07
C -3.14 2.34 0.24
N -3.38 1.64 1.28
C -0.29 2.94 -2.28
C 1.28 2.81 -2.28
O 1.93 4.00 -2.78
O -1.87 1.19 -2.12
H 0.62 -2.40 -3.82
H -0.35 -2.78 -2.28
H 0.43 -4.07 -3.23
H -1.10 -4.23 -4.87
H -3.47 -3.29 -3.56
H -2.39 -3.80 -2.24
H -2.81 -5.01 -3.59
H -2.74 -2.48 -5.68
H -1.06 -1.56 -7.15
H -0.21 -3.01 -6.46
H 0.17 -1.39 -5.83
H -1.06 -0.33 -4.25
H -2.66 -0.19 -5.02
H -3.11 -0.30 -0.96
H -2.03 -1.90 -1.23
H -0.58 -0.82 -2.19
H 0.29 1.12 0.48
H 0.79 0.48 -1.04
H -1.06 2.71 0.87
H -1.72 3.87 -0.31
H -3.98 2.65 -0.41
H -2.50 1.46 1.78
H -0.66 2.78 -3.32
H -0.52 4.02 -2.05
H 1.68 2.65 -1.25
H 1.52 1.92 -2.91
H 1.35 4.74 -2.61
C -2.01 0.01 2.29
N -0.65 0.59 2.18
O -0.56 1.73 1.79
O 0.29 -0.12 2.50
H -2.72 0.75 1.97
H -2.04 -0.86 1.63
H -2.17 -0.27 3.32
C 4.22 2.70 1.29
N 3.51 1.73 0.43
O 2.51 1.20 0.87
O 3.98 1.53 -0.68
H 3.68 2.78 2.24
H 5.23 2.33 1.44
H 4.22 3.66 0.78
C 5.44 -1.72 0.18
N 6.70 -1.45 0.91
O 7.00 -0.30 1.13
O 7.36 -2.42 1.25
H 4.97 -0.77 -0.06
H 5.69 -2.26 -0.73
H 4.80 -2.32 0.83
C -3.48 2.56 -4.25
N -4.33 2.80 -5.45
O -4.33 1.94 -6.31
O -4.96 3.83 -5.49
H -2.98 1.61 -4.35
H -2.76 3.38 -4.20
H -4.14 2.56 -3.38
C -6.09 1.86 3.09
N -4.92 0.97 3.30
O -5.11 -0.23 3.30
O -3.84 1.50 3.47
H -6.97 1.24 2.96
H -6.19 2.49 3.97
H -5.89 2.45 2.20
C 2.30 -3.00 2.61
N 1.64 -4.17 1.97
O 0.62 -4.58 2.48
O 2.17 -4.62 0.99
H 1.71 -2.70 3.47
H 3.30 -3.31 2.92
H 2.34 -2.20 1.87
C -1.95 -4.77 1.27
N -2.78 -4.82 0.04
O -2.78 -5.82 -0.64
O -3.41 -3.82 -0.20
H -1.43 -5.71 1.39
H -1.24 -3.96 1.14
H -2.61 -4.59 2.10
C 3.72 3.90 6.03
N 2.90 4.09 4.81
O 2.92 3.21 3.98
O 2.26 5.12 4.74
H 4.24 2.95 5.96
H 4.44 4.72 6.07
H 3.05 3.92 6.89
C -1.27 -5.80 5.69
N -2.11 -5.86 4.47
O -2.10 -6.89 3.83
O -2.76 -4.87 4.20
H -0.75 -6.75 5.80
H -0.56 -4.99 5.56
H -1.93 -5.62 6.54
C 7.19 5.67 0.35
N 5.91 6.19 0.89
O 5.89 7.35 1.26
O 4.97 5.42 0.91
H 7.93 6.46 0.38
H 7.49 4.83 0.97
H 7.01 5.36 -0.68
```

## Properties
- Total charge: -1
- LUMO: 1.24 eV
- Highest occupied orbital energy: -0.15537 Eh
- HOMO-LUMO gap: 5.470 eV
- Electronic energy: -3620.6307 Ha
- Spin multiplicity: 1

Atomic partial charges in e from the Löwdin method, atoms 1 to 5: C -0.09; C -0.36; C -0.07; C -0.31; C -0.09


Look up the spin multiplicity of the fifth one. 1